Record 1
2 unconnected molecules or ions with the total composition C4H7NO in a non-equilibrium geometry, computed with wB97M-V/def2-TZVPD.

CARTESIAN COORDINATES (ANGSTROEM)
C1 -0.8916 -1.4735 -0.4588
C2 -0.4640 -1.7040 -1.6704
C3 -1.3232 -1.3223 0.7795
C4 1.3516 0.8090 -0.5119
N1 0.6514 2.5820 1.1413
O1 0.4846 1.5356 -0.0883
H1 0.3903 -1.1551 -2.0885
H2 -0.8360 -2.2665 -2.5795
H3 -0.8048 -1.6117 1.6442
H4 -2.2812 -0.8136 0.9398
H5 2.3481 0.6591 -0.1899
H6 1.5507 2.2497 1.3863
H7 -0.1761 2.5113 1.6962

Forces on the atoms, in the same order (eV/Å):
C -0.2 -0.9 0.3
C 0.5 0.4 -2.0
C -1.0 0.8 -1.9
C -0.9 -1.1 -2.0
N 0.6 0.7 -2.4
O -1.5 0.9 0.5
H -0.4 0.6 0.7
H -0.2 -0.3 2.0
H 0.6 -1.0 0.8
H 0.6 0.3 -0.1
H 1.4 0.7 1.5
H 0.6 -0.3 1.7
H 0.0 -0.8 0.7

E_HOMO = -8.1 eV
molecular weight = 85.11 Da
DFT total energy = -286.32008 hartree
relative energy (zero: lowest compared OMol25 entry of this formula, charge and spin) = 195.5 kcal per mole

Record 2
A single C4H7NO molecule, computed with wB97M-V/def2-TZVPD.

CARTESIAN COORDINATES (ANGSTROEM)
O1 1.4094 -0.1173 1.8404
C1 1.6187 -0.3118 0.5668
C2 -0.6982 -1.2465 -0.7848
N1 -0.3209 0.1440 -1.0490
C3 -0.5886 1.0760 0.0369
C4 0.8051 0.6437 -0.2756
H1 0.7513 0.5945 2.0182
H2 -0.0998 -1.7177 0.0110
H3 -1.7558 -1.2936 -0.5045
H4 -0.5521 -1.8332 -1.6959
H5 -1.0860 0.6759 0.9243
H6 -0.9429 2.0598 -0.2656
H7 1.4598 1.3263 -0.8223

Forces on the atoms, in the same order (eV/Å):
O 0.0 0.0 -0.2
C -0.2 0.3 0.2
C -0.1 -0.2 0.0
N 0.0 -0.1 -0.1
C -0.2 0.1 0.2
C 0.2 0.0 0.0
H 0.1 -0.1 -0.1
H -0.2 0.1 -0.1
H 0.1 0.0 -0.1
H 0.0 0.1 0.2
H 0.1 0.0 -0.1
H 0.1 -0.2 0.1
H -0.1 -0.1 0.1

E_HOMO = -8.8 eV
molecular weight = 85.11 Da
DFT total energy = -286.45372 hartree
relative energy (zero: lowest compared OMol25 entry of this formula, charge and spin) = 111.6 kcal per mole

Record 3
A single C4H7NO molecule, computed with wB97M-V/def2-TZVPD.

CARTESIAN COORDINATES (ANGSTROEM)
O1 -1.9680 -0.6768 0.7603
C1 -1.0839 -0.0285 -0.1122
C2 -0.1940 1.1335 0.3322
N1 0.8357 0.7217 -0.6811
C3 1.5343 -0.3750 -0.0616
C4 0.1844 -0.6432 -0.7018
H1 -1.5081 -1.4099 1.1800
H2 -1.6965 0.3143 -0.9561
H3 0.1257 0.9976 1.3742
H4 -0.5398 2.1503 0.1662
H5 1.8050 -0.2462 0.9917
H6 2.3775 -0.7443 -0.6491
H7 0.1278 -1.1935 -1.6429

Forces on the atoms, in the same order (eV/Å):
O 0.2 -0.3 0.2
C 0.2 0.2 -0.2
C -0.1 0.3 0.2
N 0.1 0.4 -0.1
C 0.0 -0.2 0.0
C 0.0 -0.1 -0.3
H 0.0 0.1 0.1
H 0.2 -0.1 0.1
H 0.1 0.2 -0.2
H -0.1 -0.1 0.1
H -0.6 -0.5 -0.2
H -0.3 0.0 0.0
H 0.3 0.0 0.3

E_HOMO = -9.5 eV
molecular weight = 85.11 Da
DFT total energy = -286.51403 hartree
relative energy (zero: lowest compared OMol25 entry of this formula, charge and spin) = 73.8 kcal per mole

Record 4
A single C4H7NO molecule, computed with wB97M-V/def2-TZVPD.

CARTESIAN COORDINATES (ANGSTROEM)
O1 -2.2226 1.2100 0.6762
N1 -1.7968 0.4042 -0.3831
C1 -0.5629 0.1487 -0.2632
C2 0.4918 0.4534 0.7696
C3 1.3659 -0.6420 0.0993
C4 0.3508 -0.7379 -1.0775
H1 -3.1686 1.2987 0.5067
H2 0.8904 1.4666 0.6547
H3 0.1941 0.3066 1.8118
H4 2.3831 -0.3444 -0.1662
H5 1.4108 -1.5627 0.6872
H6 0.7054 -0.2699 -2.0023
H7 -0.0413 -1.7311 -1.3133

Forces on the atoms, in the same order (eV/Å):
O -0.3 0.2 0.1
N 0.6 -0.3 -0.1
C -0.4 0.1 -0.1
C 0.0 0.1 0.1
C 0.2 -0.1 0.0
C -0.1 -0.1 -0.1
H 0.2 0.0 0.0
H 0.0 -0.1 0.1
H 0.1 0.0 -0.2
H -0.2 0.0 0.0
H 0.0 0.2 -0.1
H -0.1 0.0 0.2
H 0.1 0.1 0.0

E_HOMO = -9.5 eV
molecular weight = 85.11 Da
DFT total energy = -286.52397 hartree
relative energy (zero: lowest compared OMol25 entry of this formula, charge and spin) = 67.6 kcal per mole

Record 5
A single C4H7NO molecule, computed with wB97M-V/def2-TZVPD.

CARTESIAN COORDINATES (ANGSTROEM)
C1 1.8979 -0.2511 0.5053
C2 0.5726 0.4391 0.2858
O1 0.2878 1.4794 0.8492
C3 -0.4122 -0.1955 -0.6506
C4 -1.7873 -0.3430 -0.0836
N1 -1.5127 0.6384 -1.1084
H1 1.8656 -1.3081 0.2275
H2 2.1907 -0.1432 1.5519
H3 2.6581 0.2468 -0.1071
H4 -0.0378 -0.9293 -1.3606
H5 -1.9223 0.0047 0.9390
H6 -2.4011 -1.1893 -0.3819
H7 -1.3994 1.5511 -0.6666

Forces on the atoms, in the same order (eV/Å):
C 0.0 0.0 0.0
C -0.1 0.2 0.1
O 0.2 -0.4 -0.2
C 0.2 -0.1 0.0
C -0.2 -0.2 0.2
N 0.0 0.2 0.0
H 0.0 0.2 0.0
H 0.0 0.0 -0.1
H -0.1 -0.1 0.0
H 0.0 0.1 0.1
H 0.0 -0.1 -0.2
H 0.1 0.1 0.0
H 0.0 -0.1 0.0

E_HOMO = -9.9 eV
molecular weight = 85.11 Da
DFT total energy = -286.57134 hartree
relative energy (zero: lowest compared OMol25 entry of this formula, charge and spin) = 37.8 kcal per mole

Record 6
2 unconnected molecules or ions with the total composition C4H7NO, computed with wB97M-V/def2-TZVPD.

CARTESIAN COORDINATES (ANGSTROEM)
O1 2.7646 -0.8809 -0.7204
C1 1.6907 -0.3947 -0.9731
C2 0.3605 -0.2811 1.3291
N1 -0.6508 -0.0439 0.5391
C3 -1.5405 -0.3931 -0.3465
C4 -1.4249 1.0438 -0.0754
H1 1.5357 0.7040 -1.0275
H2 0.9043 0.5424 1.7692
H3 0.6510 -1.3119 1.4867
H4 -2.1171 -1.2662 -0.5896
H5 0.7900 -0.9919 -1.2218
H6 -0.8775 1.6831 -0.7753
H7 -2.0861 1.5904 0.6055

Forces on the atoms, in the same order (eV/Å):
O -0.3 0.2 -0.2
C 0.3 -0.1 0.0
C 0.0 0.0 0.1
N 0.0 -0.1 -0.2
C 0.1 -0.1 0.1
C 0.0 0.4 0.0
H 0.1 -0.1 0.0
H -0.2 0.0 0.0
H -0.1 0.1 0.1
H -0.1 0.1 0.1
H 0.2 0.0 0.0
H -0.1 -0.1 0.1
H 0.1 -0.2 0.0

E_HOMO = -7.5 eV
molecular weight = 85.11 Da
DFT total energy = -286.42610 hartree
relative energy (zero: lowest compared OMol25 entry of this formula, charge and spin) = 129.0 kcal per mole

Record 7
2 unconnected molecules or ions with the total composition C4H7NO in a non-equilibrium geometry, computed with wB97M-V/def2-TZVPD.

CARTESIAN COORDINATES (ANGSTROEM)
C1 1.5020 -1.4687 0.1622
C2 -1.9908 -0.9163 -0.0647
C3 0.3874 0.6168 -0.5566
C4 0.3720 2.0226 -0.0631
N1 1.0917 -0.3331 -0.2616
O1 -1.9992 0.2853 -0.0835
H1 2.4401 -1.8606 -0.1783
H2 0.8462 -2.2195 0.5934
H3 -2.1946 -1.5494 -0.9465
H4 -1.6786 -1.5130 0.8385
H5 1.2880 2.2569 0.4039
H6 -0.2242 1.8972 0.8967
H7 0.1598 2.7818 -0.7406

Forces on the atoms, in the same order (eV/Å):
C 0.2 -0.9 -0.3
C 0.4 -0.4 0.4
C 2.0 0.0 -1.3
C -0.4 -2.7 3.1
N -1.4 1.1 0.5
O -0.6 -0.6 0.2
H 0.4 0.2 -0.2
H -0.3 0.5 0.4
H -0.2 0.3 -0.1
H -0.3 0.5 -0.3
H 1.7 0.2 0.2
H -0.3 0.9 -1.4
H -1.2 1.0 -1.0

E_HOMO = -7.4 eV
molecular weight = 85.11 Da
DFT total energy = -286.45397 hartree
relative energy (zero: lowest compared OMol25 entry of this formula, charge and spin) = 111.5 kcal per mole

Record 8
2 unconnected molecules or ions with the total composition C4H7NO in a non-equilibrium geometry, computed with wB97M-V/def2-TZVPD.

CARTESIAN COORDINATES (ANGSTROEM)
C1 2.3701 0.3074 0.7921
N1 1.5279 -0.8287 0.7125
C2 0.6393 -1.5793 0.8444
C3 -1.5337 -0.4458 -0.4926
C4 -2.0604 0.4790 0.5047
O1 -0.7232 0.5931 0.0660
H1 1.7387 1.1997 0.7896
H2 3.0678 0.3453 -0.0474
H3 2.9302 0.2422 1.7271
H4 -1.3386 -1.4730 -0.1883
H5 -1.7068 -0.3054 -1.5536
H6 -2.7380 1.2712 0.2008
H7 -2.1544 0.1289 1.5332

Forces on the atoms, in the same order (eV/Å):
C 0.1 0.2 0.1
N -0.8 -0.8 0.3
C 1.4 0.1 0.1
C -0.2 -0.1 -0.3
C -0.4 0.1 0.1
O 0.1 0.0 -0.1
H 0.1 -0.1 0.0
H -0.1 -0.1 0.1
H 0.0 0.2 -0.1
H 0.2 0.4 -0.1
H -0.3 0.1 0.1
H 0.1 0.1 0.1
H -0.1 0.0 -0.2

E_HOMO = -10.2 eV
molecular weight = 85.11 Da
DFT total energy = -286.49704 hartree
relative energy (zero: lowest compared OMol25 entry of this formula, charge and spin) = 84.5 kcal per mole

Record 9
A single C4H7NO molecule in a non-equilibrium geometry, computed with wB97M-V/def2-TZVPD.

CARTESIAN COORDINATES (ANGSTROEM)
C1 -1.3458 -0.5490 0.4383
C2 -0.3370 -0.0133 -0.7315
C3 0.5464 1.2377 -0.3711
C4 1.3554 0.1958 0.4204
O1 2.1535 0.1931 1.3192
N1 0.7899 -0.8159 -0.3040
H1 -2.1982 -1.0627 0.0055
H2 -0.9386 -1.2846 1.1924
H3 -1.6169 0.2992 1.0628
H4 -0.4591 -0.1002 -1.8381
H5 1.1902 1.5911 -1.1974
H6 0.1381 2.1126 0.1373
H7 0.7220 -1.8036 -0.1336

Forces on the atoms, in the same order (eV/Å):
C -0.5 0.9 -0.8
C 0.1 -1.0 1.0
C -0.1 0.0 0.4
C 0.8 -0.2 0.2
O -0.1 0.2 -0.1
N 2.0 -0.3 -1.0
H -0.5 0.4 0.0
H 0.3 0.8 -1.3
H -0.6 0.1 -0.2
H -1.1 -0.2 1.1
H -0.6 -0.3 0.1
H -0.1 -0.3 0.1
H 0.3 -0.1 0.4

E_HOMO = -9.4 eV
molecular weight = 85.11 Da
DFT total energy = -286.55549 hartree
relative energy (zero: lowest compared OMol25 entry of this formula, charge and spin) = 47.8 kcal per mole

Record 10
A single C4H7NO molecule in a non-equilibrium geometry, computed with wB97M-V/def2-TZVPD.

CARTESIAN COORDINATES (ANGSTROEM)
O1 1.6069 1.9919 0.5151
C1 2.0499 0.9431 0.1078
C2 1.2915 -0.3452 -0.0170
C3 -0.1058 -0.2920 0.4248
C4 -2.1912 -0.2675 -0.2430
N1 -0.9422 -0.9775 -0.2140
H1 3.1071 0.8434 -0.2018
H2 1.7591 -1.1020 0.5997
H3 1.3137 -0.6968 -1.0607
H4 -0.4191 0.3509 1.2541
H5 -2.2013 0.2666 -1.2117
H6 -2.3741 0.4972 0.5382
H7 -2.8823 -1.0757 -0.1881

Forces on the atoms, in the same order (eV/Å):
O 0.2 -0.6 -0.2
C 0.1 0.3 0.3
C 0.5 -0.4 0.4
C 0.3 -0.1 0.2
C -1.0 -0.6 0.0
N 0.4 1.6 -0.7
H 0.1 0.2 -0.1
H 0.9 -0.3 0.1
H 0.2 0.1 0.4
H 0.2 0.5 -0.3
H -0.4 -0.5 0.4
H 0.3 -0.4 -0.1
H -1.6 0.1 -0.3

E_HOMO = -9.4 eV
molecular weight = 85.11 Da
DFT total energy = -286.53965 hartree
relative energy (zero: lowest compared OMol25 entry of this formula, charge and spin) = 57.7 kcal per mole

Record 11
2 unconnected molecules or ions with the total composition C4H7NO in a non-equilibrium geometry, computed with wB97M-V/def2-TZVPD.

CARTESIAN COORDINATES (ANGSTROEM)
C1 1.8628 0.3429 0.5306
O1 0.6651 -0.2470 0.7968
C2 -0.1491 -0.6761 -0.0835
C3 -1.5225 -1.0633 0.3220
C4 -0.0949 1.8048 -0.9381
N1 -1.0063 2.1832 -1.5449
H1 2.4264 0.4753 1.4457
H2 0.8504 1.5478 -0.3527
H3 2.3767 -0.0776 -0.3347
H4 0.2234 -0.8184 -1.0979
H5 -1.6779 -2.1448 0.2241
H6 -1.7049 -0.7681 1.3579
H7 -2.2492 -0.5588 -0.3252

Forces on the atoms, in the same order (eV/Å):
C 0.3 -0.1 0.0
O -0.3 0.0 -0.1
C 0.0 0.0 0.0
C 0.0 0.0 0.0
C -1.0 0.4 -0.6
N 0.9 -0.4 0.6
H -0.1 0.0 -0.1
H 0.0 0.1 0.0
H -0.1 0.1 0.1
H 0.0 0.0 0.1
H 0.0 0.1 0.0
H 0.0 0.0 -0.1
H 0.1 -0.1 0.1

E_HOMO = -8.1 eV
molecular weight = 85.11 Da
DFT total energy = -286.45555 hartree
relative energy (zero: lowest compared OMol25 entry of this formula, charge and spin) = 110.5 kcal per mole

Record 12
2 unconnected molecules or ions with the total composition C4H7NO in a non-equilibrium geometry, computed with wB97M-V/def2-TZVPD.

CARTESIAN COORDINATES (ANGSTROEM)
O1 1.3036 -0.4819 2.0601
C1 0.5619 0.5670 -0.8427
C2 -0.0329 -0.7730 -1.1198
C3 -0.7372 0.1741 -0.1771
C4 -1.9648 0.8077 -0.5973
N1 -2.9491 1.3201 -0.9298
H1 1.4892 -1.1837 2.6948
H2 1.4300 0.6087 -0.1932
H3 0.5131 1.3201 -1.6229
H4 0.4286 -1.6414 -0.6608
H5 -0.4897 -0.9442 -2.0894
H6 1.1308 0.2989 2.5999
H7 -0.6836 -0.0723 0.8782

Forces on the atoms, in the same order (eV/Å):
O 0.0 0.0 0.2
C 0.1 0.1 0.0
C 0.0 -0.2 -0.1
C -0.1 0.0 0.1
C -0.8 0.4 -0.3
N 0.9 -0.5 0.3
H 0.0 0.1 -0.1
H -0.2 0.0 -0.1
H 0.0 -0.1 0.1
H -0.1 0.1 -0.1
H 0.1 0.0 0.2
H 0.1 -0.1 0.0
H -0.1 0.1 -0.2

E_HOMO = -10.5 eV
molecular weight = 85.11 Da
DFT total energy = -286.56921 hartree
relative energy (zero: lowest compared OMol25 entry of this formula, charge and spin) = 39.2 kcal per mole

Computed values of gap between HOMO and LUMO (unit: eV) for the preceding records, in sequence: 8.89; 9.50; 10.42; 10.56; 10.92; 8.44; 8.06; 11.25; 10.40; 10.40; 8.10; 10.85.